35
Properties=species:S:1:pos:R:3:forces:R:3 method="wB97M-V/def2-TZVPD" smiles=ClCCl.ClCCl.ClCCl.ClCCl.ClCCl.ClCCl.ClCCl orbital_gap_ha=0.407 charge=0 relative_energy_ev=0.135 homo_energy_ev=-10.79
H -5.893 2.588 1.445 0.0 -0.1 0.0
Cl -0.275 -2.019 5.347 0.0 0.1 -0.1
C -4.828 2.594 1.246 -0.1 -0.1 0.1
Cl 0.886 4.896 0.673 -0.1 0.1 0.4
H 0.264 4.835 -1.567 0.1 0.1 -0.1
Cl 3.048 1.703 1.261 -0.1 0.0 0.0
Cl -4.479 1.265 0.126 -0.1 0.1 0.0
C 1.466 -4.925 -2.362 0.4 0.0 0.5
C -0.768 -0.702 4.273 0.2 0.1 0.2
Cl 2.874 -4.043 -2.979 0.1 0.0 -0.1
C -1.496 -0.596 0.022 0.2 0.4 -0.3
H 2.156 -1.412 -3.394 0.1 0.1 -0.2
Cl -2.370 -0.983 3.588 0.0 0.0 -0.1
Cl 2.232 0.914 -2.925 0.1 0.1 0.0
H -0.032 -0.599 3.484 -0.1 -0.2 -0.1
H -2.360 -0.309 -0.559 -0.1 0.0 0.1
H 0.664 3.221 -0.950 0.1 0.0 0.1
Cl 0.263 -5.231 -3.587 -0.3 0.0 -0.2
H -0.799 0.218 4.846 -0.1 -0.1 0.1
C 2.897 -0.041 0.952 -0.3 0.5 0.0
Cl 2.575 4.380 -1.643 0.1 0.0 -0.1
Cl 0.154 -0.607 -4.342 0.0 0.0 -0.1
H 3.039 -0.177 -0.115 0.2 -0.2 0.0
Cl -3.970 2.393 2.778 0.0 0.1 -0.1
H -1.679 -0.612 1.088 -0.2 -0.2 0.0
H 1.823 -5.874 -1.978 0.0 0.0 0.0
C 0.955 4.265 -0.959 -0.2 -0.2 -0.3
Cl 4.044 -0.972 1.903 0.1 -0.2 -0.1
H 0.975 -0.884 -2.180 0.0 -0.1 0.0
H 1.064 -4.329 -1.551 -0.2 0.0 -0.1
H 1.891 -0.323 1.230 0.0 -0.1 0.1
Cl -0.965 -2.168 -0.561 0.1 -0.3 0.1
C 1.436 -0.648 -3.132 -0.2 -0.1 0.4
H -4.535 3.528 0.784 0.1 0.0 0.0
Cl -0.256 0.649 -0.262 0.0 0.1 0.0



35
Properties=species:S:1:pos:R:3:forces:R:3 method="wB97M-V/def2-TZVPD" smiles=ClCCl.ClCCl.ClCCl.ClCCl.ClCCl.ClCCl.ClCCl orbital_gap_ha=0.412 charge=0 relative_energy_ev=0.000 homo_energy_ev=-10.92
Cl 3.994 0.777 18.418 0.0 -0.1 0.2
C 5.571 2.765 10.454 0.1 0.4 -1.1
Cl 1.539 0.064 14.417 0.0 0.0 0.0
Cl 2.994 -2.992 9.636 0.0 0.1 -0.1
Cl 3.239 -1.706 17.103 0.1 -0.2 0.1
H 5.373 -0.936 17.651 0.1 -0.1 0.1
H 3.562 -0.792 13.666 0.3 0.1 -0.1
H 6.430 0.689 13.356 -0.4 0.0 0.2
Cl 4.754 -1.250 11.193 0.0 -0.1 -0.2
C 3.294 0.137 14.153 -0.5 0.2 0.0
C 4.423 -0.926 18.171 0.0 0.2 -0.5
H 7.956 0.274 14.172 0.0 0.2 0.0
Cl -1.606 3.585 11.983 0.1 -0.1 0.0
Cl 6.763 4.045 10.157 0.1 -0.1 0.2
H 0.543 3.425 12.930 0.1 0.1 -0.2
Cl 6.501 -1.499 14.305 -0.2 0.0 -0.2
Cl 5.416 -5.681 13.962 0.2 0.1 0.0
H 4.469 -1.453 19.114 -0.1 0.1 0.1
H 3.850 -4.993 15.547 0.3 0.0 0.3
H -0.277 1.873 12.913 -0.1 -0.1 -0.1
Cl 0.789 2.287 10.873 0.1 0.1 -0.1
Cl 3.729 1.529 13.132 0.0 -0.1 0.1
H 4.736 3.245 10.942 -0.1 -0.3 0.3
Cl 6.389 1.019 15.734 -0.1 0.3 -0.1
C 3.576 -1.346 9.856 0.1 0.2 0.4
Cl 4.975 2.133 8.886 0.0 0.0 0.3
H 5.165 -3.763 15.349 0.1 0.0 0.0
Cl 3.350 -3.609 13.801 0.4 0.1 0.1
C -0.076 2.765 12.333 -0.1 -0.1 0.4
H 4.063 -0.993 8.959 0.1 -0.1 -0.1
H 6.044 1.939 10.960 -0.1 0.0 0.3
C 4.513 -4.475 14.866 -1.1 -0.1 -0.4
H 2.756 -0.687 10.118 -0.1 -0.1 0.0
C 6.874 0.236 14.235 0.8 -0.5 0.2
H 3.758 0.276 15.120 0.1 -0.1 0.0



26
Properties=species:S:1:pos:R:3:forces:R:3 method="wB97M-V/def2-TZVPD" smiles="C[C@H](NCCN)[C@]1(Cl)C=CN=[NH+]1" orbital_gap_ha="0.295 / 0.295" charge=+1 relative_energy_ev=2.278 homo_energy_ev="-13.19 / -13.19"
H -1.440 -2.121 1.769 -1.3 0.9 -0.7
C 1.429 0.033 0.237 -0.2 0.5 -0.7
N -1.470 -1.663 0.829 0.6 -3.5 -0.7
N 1.558 -2.138 -0.108 -1.0 -1.1 1.2
H 1.452 1.522 -2.197 -1.5 0.3 1.3
N 1.041 -1.258 0.644 0.1 -1.2 -0.7
H -0.348 -0.040 -1.180 0.6 1.2 0.6
H -3.370 -0.877 0.981 -1.0 0.3 -0.6
H 3.044 -2.231 -1.564 0.3 0.0 -0.2
H -2.808 1.363 1.075 -0.1 0.7 0.9
C -2.453 -0.594 0.507 2.7 0.9 1.9
Cl 1.802 0.987 1.591 0.5 1.1 1.2
C 2.503 -0.247 -0.764 -1.7 -1.2 1.8
C 0.795 1.928 -1.328 0.8 -1.0 -2.1
C 2.497 -1.579 -0.915 0.2 0.3 -0.6
H -1.576 0.481 2.117 0.5 0.8 0.7
H 0.008 2.532 -1.783 0.5 0.5 0.1
H 0.064 -1.522 1.118 0.7 0.9 -1.2
C -1.905 0.782 1.141 -1.4 -2.6 -2.5
H 3.135 0.425 -1.208 1.2 1.6 -0.9
N -0.995 1.409 0.186 1.9 2.8 1.9
H -2.352 -0.364 -0.540 -1.0 -0.7 -0.5
H 1.578 2.466 -0.767 -1.0 0.1 0.3
C 0.042 0.833 -0.559 0.4 -1.2 -0.9
H -0.717 2.417 0.541 -0.7 -2.7 -1.0
H -1.515 -2.543 0.176 -0.2 2.4 1.3



33
Properties=species:S:1:pos:R:3:forces:R:3 method="wB97M-V/def2-TZVPD" orbital_gap_ha="0.217 / 0.216" charge=-1 multiplicity=4 relative_energy_ev=0.000 homo_energy_ev="-3.91 / -3.91"
H -3.679 3.302 -1.676 0.0 0.0 0.0
Sb -1.233 2.791 2.272 -0.3 0.4 0.2
O 1.796 -1.060 -2.037 0.0 0.0 -0.1
N 2.061 -0.957 2.544 0.0 -0.1 -0.1
C 2.115 -1.401 1.292 0.1 0.1 0.2
H -2.797 3.426 -3.222 0.0 0.0 0.1
H -4.249 2.422 -3.116 0.0 0.0 0.0
S -0.678 0.462 2.409 -0.4 -0.4 0.4
C 1.990 -1.384 -0.895 0.0 0.0 0.1
H -2.551 -0.476 -2.177 0.0 0.0 0.0
H 3.703 -2.707 -0.893 0.0 0.0 0.0
C -3.216 0.345 -1.914 0.0 0.0 0.1
Co 0.360 0.976 0.473 0.3 0.0 -0.7
S -1.027 3.833 4.255 0.0 0.1 0.3
H 3.195 -4.529 1.419 0.0 0.0 0.0
N 1.664 -0.686 0.255 0.0 0.1 -0.1
H 2.136 -3.551 -0.848 0.0 0.0 0.0
H 4.349 -3.322 2.016 0.0 0.0 0.0
H 1.368 -0.208 2.721 0.0 0.0 0.0
S -3.173 3.027 1.100 -0.2 -0.1 -0.2
H 2.231 -1.598 3.299 0.0 0.0 0.0
O -0.616 0.870 -1.333 -0.2 -0.1 0.0
H 2.777 -3.544 2.810 0.0 0.0 0.0
N -2.563 1.608 -2.211 0.1 -0.1 -0.2
C 3.288 -3.531 1.847 0.1 0.0 0.0
C -1.316 1.782 -1.805 0.3 0.0 0.2
H -3.446 0.291 -0.847 0.0 0.0 0.0
N 2.676 -2.582 0.956 -0.1 0.0 0.0
H -0.915 2.792 -1.940 0.0 0.0 0.1
H -4.132 0.280 -2.497 0.0 0.0 0.0
C -3.368 2.762 -2.573 -0.1 0.1 0.0
C 2.690 -2.684 -0.484 0.0 0.0 0.0
S 0.560 3.251 0.801 0.5 0.0 -0.3



24
Properties=species:S:1:pos:R:3:forces:R:3 method="wB97M-V/def2-TZVPD" orbital_gap_ha="0.230 / 0.248" charge=+1 multiplicity=3 homo_energy_ev="-8.96 / -13.54"
C -0.084 -0.699 -1.222 -0.6 -1.2 1.4
F 1.537 -0.847 1.374 0.1 0.4 0.2
C -1.991 -0.854 0.325 1.3 -1.8 -0.7
H 0.526 0.749 3.072 -1.1 -0.8 -0.1
H 1.801 -0.225 -0.766 1.5 -1.1 -0.5
I -0.076 -3.180 0.573 0.8 -4.5 1.0
H -0.070 1.654 0.010 -0.7 0.7 -0.1
H -2.452 -1.276 1.161 -0.9 -0.6 1.3
C 1.248 1.115 -2.215 -2.0 0.9 0.1
H -0.700 -0.696 2.921 0.2 1.1 0.0
H -2.424 -1.129 -0.597 -1.0 -1.0 -0.8
H -1.044 1.043 2.257 0.0 -0.7 0.6
C -0.301 0.252 2.487 1.1 0.8 -0.6
H 0.269 -1.598 -1.757 0.4 0.5 -0.1
N 1.020 0.305 -1.067 -0.6 -0.8 1.6
H 1.513 1.654 0.574 2.6 1.1 0.4
H -2.068 0.152 0.288 -0.9 3.6 0.5
H 1.260 0.458 -3.050 0.5 0.1 -1.1
H 2.002 1.784 -1.982 2.5 0.7 -0.4
H -0.972 -0.347 -1.748 0.5 0.8 -0.3
C 0.789 1.044 0.185 -4.0 -2.1 0.9
C 0.318 -0.090 1.158 0.0 -1.8 -1.9
H 0.419 1.826 -2.205 -0.5 -0.4 -0.7
C -0.519 -1.096 0.222 0.8 6.0 -0.8



23
Properties=species:S:1:pos:R:3:forces:R:3 method="wB97M-V/def2-TZVPD" orbital_gap_ha="0.315 / 0.315" charge=0 homo_energy_ev="-8.01 / -8.01"
N 1.328 1.452 -0.445 -0.4 -2.7 0.4
H -2.971 0.440 1.563 -0.2 0.0 -1.3
C 2.182 2.130 0.149 0.2 -0.5 0.0
H 3.401 -0.149 -0.158 -0.5 -0.2 -0.3
H -1.505 0.925 -1.161 0.6 0.5 1.6
C 1.321 -0.685 0.226 1.1 2.5 -2.2
H 2.864 1.998 0.964 0.2 -1.6 1.3
C -1.474 0.687 -0.046 -1.5 -2.9 -1.9
H 0.070 -2.474 -0.423 1.3 1.7 -0.3
C 2.663 -0.953 -0.331 0.5 2.5 2.4
C 0.212 -1.327 -0.571 -1.2 -0.6 4.6
H -1.203 -0.968 1.150 0.4 -0.9 -1.0
H -1.764 -1.528 -0.522 -0.9 0.8 0.7
C -1.107 -0.839 0.040 -0.9 0.3 -0.2
H 0.278 -1.068 -1.577 0.3 0.4 -1.7
H 2.674 -1.304 -1.285 -0.4 -0.2 -3.0
F 1.251 -0.603 1.573 -0.2 -0.4 -1.0
C -2.961 0.750 0.468 1.1 -0.7 0.8
H -3.187 1.804 0.518 -0.9 0.2 -0.4
H 2.494 3.068 -0.195 -0.4 2.0 -1.3
H -0.688 1.132 0.561 -0.6 0.9 -0.3
H -3.667 0.063 -0.157 1.2 1.6 1.1
H 3.053 -1.749 0.172 1.2 -2.5 1.9



| no. | maximum force (eV/Å) | E_tot (a.u.) |
| --- | --- | --- |
| 1 | 0.6 | -6717.7848 |
| 2 | 1.2 | -6717.7898 |
| 3 | 3.9 | -953.9754 |
| 4 | 0.8 | -3860.6221 |
| 5 | 6.1 | -727.0009 |
| 6 | 4.8 | -429.5615 |